DFT (the ωB97M-V functional and the def2-TZVPD basis) results for a molecular structure, C21H20BeBr2N3OS3Se.

The geometry in XYZ format:
```
52
Properties=species:S:1:pos:R:3:forces:R:3
Be 0.129564 -0.648733 -1.325452 0.0 -0.1 0.1
Br -2.652485 3.084736 -1.909815 0.0 0.0 0.0
C -1.163200 2.730724 -0.841659 0.0 0.2 0.0
C -0.211884 3.845461 -0.439214 0.1 -0.2 0.0
C 2.326312 3.483422 -0.583925 0.2 -0.2 0.2
Br 3.320012 4.895859 0.100631 0.0 0.1 -0.1
C 2.726683 2.178654 -0.518312 -0.1 0.2 0.0
C 3.970349 1.542832 -0.381827 0.2 -0.2 0.0
C 4.070898 0.210915 -0.690173 0.0 0.1 0.0
C 2.927943 -0.544211 -1.084503 -0.1 -0.2 0.0
N 1.714289 -0.078421 -1.177640 0.1 0.2 0.0
C 1.550106 1.337206 -0.902601 -0.1 0.1 -0.3
C -0.716809 1.492854 -0.610771 0.0 -0.2 0.0
O -1.015137 0.327600 -1.182077 0.0 0.1 0.0
H -0.633599 4.822395 -0.648315 0.0 0.0 0.0
H 4.849905 2.109701 -0.100482 0.0 0.0 0.0
H 5.021897 -0.296185 -0.635424 0.0 0.0 0.0
H 3.050481 -1.602622 -1.298426 0.1 0.0 0.0
C -3.081400 -4.076291 1.324051 0.0 0.0 0.0
C -3.879717 -3.347351 0.251746 0.0 0.0 0.0
S -3.086193 -1.812764 -0.299237 0.1 0.1 -0.1
C -2.747727 -2.144775 -2.039924 -0.1 0.0 -0.1
C -1.658209 -3.164673 -2.348823 -0.1 0.0 0.2
S 0.035862 -2.659479 -1.896618 0.0 0.1 -0.1
C 0.559056 -3.608511 -0.429238 0.0 0.0 0.0
C -0.319105 -3.569733 0.815343 0.0 0.0 0.0
S -1.571884 -4.887853 0.749731 0.0 -0.1 0.0
H -3.682057 -4.886838 1.740508 0.0 0.0 0.0
H -2.833750 -3.411574 2.152122 0.0 0.0 0.0
H -4.855399 -3.071948 0.654263 0.0 0.0 0.0
H -4.053095 -3.995395 -0.608070 0.0 0.0 0.0
H -2.517212 -1.169155 -2.469192 0.0 0.0 0.0
H -3.665665 -2.488754 -2.519981 0.0 0.0 0.0
H -1.605513 -3.368982 -3.417807 0.0 0.0 0.0
H -1.831909 -4.102223 -1.822442 0.0 0.0 0.0
H 1.549247 -3.196560 -0.219855 0.0 0.0 0.0
H 0.709271 -4.626896 -0.786348 0.0 0.0 0.0
H -0.814925 -2.607138 0.926018 0.0 0.0 0.0
H 0.317655 -3.739296 1.683852 0.0 0.0 0.0
Se 1.059727 2.368962 -2.567889 0.1 -0.1 -0.1
N 0.505227 1.438251 0.109484 0.1 -0.3 0.2
C 0.629022 2.342609 1.221570 -0.1 0.0 -0.1
C 1.106413 1.953110 2.455331 0.0 0.0 0.0
C 1.106638 2.885340 3.489197 0.0 0.0 0.0
C 0.613912 4.167310 3.280991 0.0 0.0 0.0
C 0.140396 4.550244 2.029497 0.0 0.0 0.0
C 0.170473 3.632327 0.998722 -0.1 0.0 0.0
N 1.124336 3.730887 -1.261233 -0.3 0.3 -0.1
H 1.457529 0.940339 2.610919 0.0 0.0 0.0
H 1.477119 2.603276 4.465890 0.0 0.0 0.0
H 0.603944 4.876728 4.097512 0.0 0.0 0.0
H -0.227398 5.554626 1.859903 0.0 0.0 0.0
```
Forces are in eV/Å.

- energy above the lowest of the compared OMol25 structures with the same formula, charge and spin (kcal/mol) = 94.9
- frontier orbital gap (alpha / beta) (eV) = 6.14 / 6.14
- largest force on an atom (eV/Å) = 0.49
- total energy (Eh) = -9810.30217
- charge = +1

Mulliken atomic charge list, values in e, 6 entries: Be -0.639; Br -0.123; C -0.666; C 0.357; C 0.714; Br -0.044



DFT (the ωB97M-V functional and the def2-TZVPD basis) results for a molecular structure, C21H20BrCl4N3O4Tc.

The geometry in XYZ format:
```
54
Properties=species:S:1:pos:R:3:forces:R:3
Tc 0.696311 0.319055 0.544741 -0.1 -0.2 -0.1
Cl 3.282525 -4.664822 4.262944 0.0 0.0 0.0
C 3.110513 -3.255264 3.285097 0.0 -0.1 0.0
C 4.228023 -2.507598 2.927680 0.1 0.0 0.0
Cl 5.798526 -2.983595 3.455665 0.0 0.0 0.0
C 4.088590 -1.362749 2.137293 0.0 0.0 0.0
Cl 5.441936 -0.407882 1.667512 0.0 0.0 0.0
C 2.827703 -0.982317 1.711166 0.0 0.0 0.0
O 2.581222 0.092720 0.944219 0.1 -0.1 0.0
C 1.704280 -1.733632 2.073548 0.0 -0.1 0.0
O 0.528337 -1.279509 1.615560 0.1 0.0 0.0
C 1.839235 -2.868530 2.854073 0.0 0.0 0.0
Cl 0.422491 -3.759754 3.265556 0.0 0.0 0.0
C 1.492078 0.654115 -4.923456 0.0 0.0 0.0
C 0.972541 -0.311058 -3.899821 0.0 -0.1 0.0
C 0.109430 -1.356181 -4.231130 0.1 0.1 0.0
C -0.304534 -2.243243 -3.261692 0.0 0.0 0.1
C 0.132640 -2.043744 -1.955258 0.0 -0.1 -0.1
Br -0.354328 -3.303525 -0.645498 0.0 0.0 0.0
N 0.907916 -1.032777 -1.602551 0.0 0.2 0.1
C 1.335982 -0.206023 -2.571351 0.0 0.0 0.0
H 2.263237 0.192931 -5.542208 0.0 0.0 0.0
H 1.929349 1.530182 -4.446682 0.0 0.0 0.0
H 0.694221 0.989142 -5.586511 0.0 0.0 0.0
H -0.224758 -1.482286 -5.254093 0.0 0.0 0.0
H -0.947333 -3.079681 -3.490478 0.0 0.0 0.0
H 1.991403 0.593647 -2.248639 0.0 0.0 0.0
C -0.695968 2.004821 4.396066 0.0 0.0 0.0
C -0.580674 0.974376 3.271852 0.1 0.0 0.1
C -1.960920 0.591373 2.759430 -0.1 0.0 0.0
C 0.326069 1.531719 2.177877 0.0 0.0 -0.1
H -1.305166 1.621700 5.216500 0.0 0.0 0.0
H -1.165251 2.922313 4.031458 0.0 0.0 0.0
H 0.282796 2.269407 4.798194 0.0 0.0 0.0
H -0.104633 0.078044 3.679773 0.0 0.0 0.0
H -2.443039 1.449727 2.279637 0.0 0.0 0.0
H -2.600099 0.276175 3.586377 0.0 0.0 0.0
H -1.929805 -0.227380 2.040951 0.0 0.0 0.0
H 1.329098 1.731102 2.566555 0.0 0.1 0.1
H -0.073619 2.471405 1.781038 0.0 0.0 0.0
C -4.396214 0.662377 -2.140017 0.0 0.0 0.0
N -3.059700 1.092373 -1.741628 0.0 0.0 0.1
C -2.511569 2.199122 -2.299475 0.0 0.1 0.0
C -1.271836 2.646943 -1.998989 0.0 -0.1 0.0
C -0.563707 1.869370 -1.040471 0.1 0.1 0.0
O 0.654945 2.043950 -0.686629 0.0 0.0 -0.1
N -1.141241 0.821533 -0.432734 -0.1 -0.1 0.0
C -2.367871 0.318805 -0.784077 0.2 0.0 -0.1
O -2.825468 -0.714304 -0.356622 -0.1 0.0 0.1
H -4.458675 0.610525 -3.226288 0.0 0.0 0.0
H -5.147107 1.354013 -1.759783 0.0 0.0 0.0
H -4.566953 -0.321353 -1.714691 0.0 0.0 0.0
H -3.137066 2.699862 -3.027692 0.0 0.0 0.0
H -0.833846 3.514354 -2.462317 0.0 0.0 0.0
```
Forces are in eV/Å.

- spin multiplicity = 4
- energy above the lowest of the compared OMol25 structures with the same formula, charge and spin (kcal/mol) = 0.0
- frontier orbital gap (alpha / beta) (eV) = 7.51 / 7.19
- largest force on an atom (eV/Å) = 0.24
- total energy (Eh) = -5773.11972

Mulliken atomic charge list, values in e, 6 entries: Tc 1.046; Cl -0.203; C 0.360; C 0.407; Cl -0.198; C 0.084



DFT (the ωB97M-V functional and the def2-TZVPD basis) results for a molecular structure, C21H20CaClN7O3S3.

The geometry in XYZ format:
```
56
Properties=species:S:1:pos:R:3:forces:R:3
Ca 0.716524 -0.861008 1.340581 0.1 0.1 0.2
S -1.368359 -2.859750 1.348728 0.1 0.2 0.0
C -0.094242 -4.017236 1.428657 0.0 0.0 0.0
S 1.516894 -3.514554 1.829483 0.0 -0.1 0.0
C -0.357028 -5.369115 1.182898 0.0 0.0 0.0
C -1.661312 -5.846719 0.873731 0.0 0.0 0.1
N -2.703421 -6.288937 0.641555 0.0 0.0 0.0
C 0.651243 -6.370486 1.249282 0.0 0.0 -0.1
N 1.428585 -7.225241 1.274312 0.0 0.0 0.0
C 1.132039 2.921834 -1.497833 0.0 0.0 0.0
C 1.553897 1.895828 -0.462772 -0.1 0.0 0.0
O 0.692653 1.102196 -0.080915 0.1 -0.1 0.0
C 2.932025 1.903307 0.011048 0.0 0.0 0.0
C 3.713279 3.057123 -0.188462 0.0 0.0 0.0
C 5.008503 3.162118 0.252880 0.0 0.0 0.0
C 5.578282 2.057612 0.911722 0.0 0.0 0.0
C 4.865039 0.908705 1.103345 0.0 -0.1 0.0
C 3.509391 0.761713 0.662220 0.1 0.1 0.0
O 2.916347 -0.353512 0.819972 -0.2 -0.1 0.0
H 0.207730 2.577693 -1.952089 0.0 0.0 0.0
H 1.892897 3.053425 -2.265017 0.0 0.0 0.0
H 0.949038 3.885414 -1.015081 0.0 0.0 0.0
H 3.266938 3.905633 -0.691878 0.0 0.0 0.0
H 5.574016 4.072398 0.101286 0.0 0.0 0.0
H 6.599789 2.116781 1.273537 0.0 0.0 0.0
H 5.297860 0.054596 1.610001 0.0 0.0 0.0
N 3.102879 -2.604861 -0.993246 0.1 -0.1 0.0
N 2.209374 -1.774640 -1.647412 0.0 0.0 0.0
N 0.921710 -1.761571 -1.379348 -0.1 0.3 0.1
C 0.485061 -0.849230 -2.245295 0.0 -0.1 -0.1
N 1.475011 -0.352506 -2.992601 0.0 0.1 0.0
N 2.577889 -0.961942 -2.588851 0.0 -0.1 -0.1
H 2.541112 -3.124341 -0.303926 0.0 0.0 -0.1
H 3.689380 -1.979700 -0.442098 -0.1 0.0 0.1
H -0.543007 -0.529935 -2.300678 0.0 0.0 0.0
C -2.913760 0.414388 4.668711 0.0 0.0 0.0
C -2.941108 0.858554 3.235554 0.0 0.0 0.0
C -2.669069 2.183741 2.901296 0.0 0.0 0.0
C -2.536362 2.567919 1.580214 0.0 0.0 0.0
C -2.699283 1.619394 0.580211 0.1 0.0 0.0
C -2.979307 0.299695 0.882260 0.0 0.0 0.0
C -3.107873 -0.070015 2.214659 0.0 0.0 0.0
S -2.442835 2.113396 -1.112189 -0.1 0.1 0.0
C -4.109755 2.765759 -1.380697 0.1 0.0 0.0
O -2.369834 0.893905 -1.960914 0.0 0.0 0.0
H -3.242149 1.207694 5.342528 0.0 0.0 0.0
H -1.879199 0.160092 4.915104 0.0 0.0 0.0
H -3.535012 -0.467530 4.826457 0.0 0.0 0.0
H -2.492121 2.904137 3.690563 0.0 0.0 0.0
H -2.260594 3.586417 1.328784 0.0 0.0 0.0
H -3.053838 -0.434178 0.089066 0.0 0.0 0.0
H -3.280387 -1.111026 2.458118 0.0 0.0 0.0
H -4.822367 1.961271 -1.203737 0.0 0.0 0.0
H -4.160628 3.104243 -2.414751 0.0 0.0 0.0
H -4.281995 3.595046 -0.695997 0.0 0.0 0.0
Cl 0.542107 0.776792 3.477245 0.0 -0.1 -0.1
```
Forces are in eV/Å.

- energy above the lowest of the compared OMol25 structures with the same formula, charge and spin (kcal/mol) = 0.0
- frontier orbital gap (eV) = 5.83
- largest force on an atom (eV/Å) = 0.31
- total energy (Eh) = -3753.83747
- charge = -2

Mulliken atomic charge list, values in e, 6 entries: Ca 0.587; S -0.577; C 0.953; S -0.609; C -0.101; C 0.067



DFT (the ωB97M-V functional and the def2-TZVPD basis) results for a molecular structure, C21H20Cl5InO at a distorted geometry.

The geometry in XYZ format:
```
48
Properties=species:S:1:pos:R:3:forces:R:3
In -0.037236 -1.133775 0.533994 0.9 0.8 -1.2
C 2.182897 0.436021 1.374127 0.1 0.1 -0.1
C 2.566967 -0.443665 0.306589 0.4 0.2 0.1
C 2.544464 0.291767 -0.900081 0.1 1.1 0.4
H 3.039381 -1.416208 0.448694 -0.5 0.2 -0.1
C 2.182765 1.645544 -0.578082 0.4 -1.0 0.1
C 1.944450 1.714379 0.809244 0.4 0.0 0.1
H 1.714014 2.622394 1.370489 -0.2 -0.3 -0.2
H 2.192080 0.177084 2.438380 0.0 0.2 -0.5
H 2.830312 -0.063475 -1.890049 -0.2 0.0 0.3
H 2.198022 2.484470 -1.275719 -0.3 -0.3 0.2
C -2.223647 0.400197 0.976438 -0.2 0.1 -0.6
C -1.791975 1.695208 1.337661 -0.3 -0.3 -0.4
C -1.483701 2.398632 0.166440 -0.4 0.1 -1.0
H -1.772666 2.100636 2.336879 0.2 -0.1 0.1
C -1.747237 1.559343 -0.961181 -0.1 0.2 0.6
C -2.170620 0.300582 -0.471656 -0.3 0.6 0.4
H -2.521517 -0.545288 -1.067449 0.1 0.3 0.2
H -2.672054 -0.341960 1.631949 0.2 0.1 0.0
H -1.135005 3.442142 0.097875 -0.1 -0.7 0.1
H -1.723757 1.872078 -2.009401 0.3 -0.3 0.4
O 1.104075 -2.904379 -0.430825 -0.6 0.2 -1.0
C -0.439836 -0.264141 -4.031931 2.7 -3.6 2.7
C 0.242116 -1.411463 -3.523186 -0.6 1.5 -3.3
C 0.326632 0.982530 -4.122306 0.5 0.6 -0.3
C -1.869186 -0.316034 -4.325246 -0.3 0.8 0.0
C 0.999033 -2.911596 -1.744369 -0.5 -1.1 1.5
H 1.315157 -1.445893 -3.726857 -0.1 0.5 0.6
H -0.155588 -2.370753 -3.843685 -0.6 -0.1 0.6
H 0.228696 -3.556095 -2.191974 -0.2 0.1 0.1
H 1.894137 -2.888641 -2.335836 0.8 0.3 -0.3
H 0.121525 1.408981 -5.093355 -0.1 0.7 -0.5
H 1.413528 0.874176 -4.039529 -0.2 -0.5 -0.1
H 0.105176 1.708049 -3.356615 -0.5 0.4 0.4
H -2.001942 -0.372627 -5.385903 -0.3 0.0 -1.0
H -2.362237 0.577188 -3.993177 -0.4 0.8 0.2
H -2.414229 -1.110932 -3.870390 -0.1 -0.9 0.4
Cl -2.018327 -4.167539 0.724679 0.5 -0.2 0.2
C -1.125844 -3.709322 2.167184 0.6 0.6 0.9
C -0.636526 -2.399453 2.265227 -1.0 -0.4 0.4
C -0.408403 -1.849392 3.508153 0.0 -1.1 0.7
Cl -0.167573 -0.121969 3.686639 0.1 -0.4 0.2
C -0.439982 -2.657053 4.673496 -0.3 0.0 -1.3
Cl -0.168635 -1.961323 6.216114 0.0 0.1 0.5
C -0.714296 -4.023990 4.535392 0.1 0.9 -1.5
Cl -0.735744 -4.991257 5.912944 0.0 -0.9 1.0
C -1.025163 -4.578750 3.260597 0.1 1.4 0.3
Cl -1.260398 -6.260026 3.097518 -0.3 -0.7 0.0
```
Forces are in eV/Å.

- frontier orbital gap (alpha / beta) (eV) = 3.61 / 3.34
- largest force on an atom (eV/Å) = 5.25
- total energy (Eh) = -3378.31017
- charge = -2

Mulliken atomic charge list, values in e, 6 entries: In 0.047; C -0.575; C -0.746; C -0.360; H 0.491; C -0.524



- The lowest total energy belongs to which entry?
  C21H20BeBr2N3OS3Se



- Which value of largest force on an atom does entry 4 give?
  5.25 eV/Å



- Which of these has the lowest largest force on an atom?
  C21H20BrCl4N3O4Tc